Entry 1:
The following is a quantum chemistry calculation of a structure of composition C5H9NO2, from the OMol25 dataset.

Atoms and positions in Å:
O 0.157 -2.043 -1.214
O 1.100 0.074 1.556
N -0.995 1.162 0.193
C -1.545 -1.087 0.942
C 1.628 1.573 -0.264
C -0.090 -0.705 -1.051
C 0.809 0.581 0.515
C -0.958 -0.178 -0.097
H 0.209 -0.149 -1.928
H 1.227 1.797 -1.248
H -1.903 -2.021 0.504
H 2.638 1.169 -0.358
H -0.797 -1.316 1.710
H 1.679 2.493 0.320
H 0.070 -2.499 -0.367
H -2.373 -0.576 1.431
H -0.855 1.725 -0.645

Atomic forces in eV per Å
O 0.04 0.00 0.20
O -0.37 0.13 -0.79
N 1.05 0.36 0.50
C -0.05 0.02 -0.17
C 0.06 -0.31 -0.39
C -0.67 0.07 0.05
C -0.91 0.77 0.98
C 0.79 -1.08 -0.38
H 0.08 0.12 0.08
H 0.02 -0.05 0.02
H 0.02 0.03 0.01
H -0.06 0.02 -0.04
H 0.04 0.07 -0.04
H -0.12 -0.13 0.07
H -0.02 0.07 -0.08
H 0.05 0.00 -0.03
H 0.04 -0.09 0.01

Summary:
ΔE to the lowest compared entry with this formula, charge and spin = 3.705 eV
Multiplicity = 1
Charge = 0

Mulliken atomic charge list, values in e, 5 entries: -0.559 -0.545 -0.755 -1.584 -1.095

Entry 2:
The following is a quantum chemistry calculation of a cluster of 2 separate species, C5H9NO2 in total, from the OMol25 dataset.

Atoms and positions in Å:
O -1.120 2.306 1.161
O 1.602 2.248 -1.390
N 0.081 1.070 -0.061
C 0.999 1.320 -0.967
C -1.402 -0.933 -0.459
C -0.066 -0.354 -0.008
C 0.951 -0.271 -1.274
C 0.420 -0.899 1.351
H -0.325 2.820 1.483
H 1.489 -0.720 1.363
H -1.563 -1.984 -0.304
H -1.773 -0.755 -1.558
H 1.966 -0.510 -0.909
H 0.576 -0.608 -2.298
H -2.122 -0.467 0.259
H 0.304 -1.964 1.565
H -0.017 -0.299 2.048

Atomic forces in eV per Å
O 2.29 -0.54 -0.64
O 0.34 0.27 -0.25
N -2.19 0.89 1.61
C 0.05 0.13 -1.33
C -2.05 1.49 -0.42
C 0.25 -1.99 -1.88
C 0.24 0.40 1.55
C 1.61 -1.19 -2.77
H -1.04 -0.66 -0.45
H 0.32 0.16 0.30
H 0.67 -0.64 0.20
H 1.03 0.22 2.11
H -0.43 -0.59 -0.75
H 0.64 0.64 1.62
H 0.02 -0.21 -0.83
H -0.46 0.20 -0.33
H -1.29 1.41 2.25

Summary:
ΔE to the lowest compared entry with this formula, charge and spin = 5.672 eV
Multiplicity = 1
Charge = 0

Mulliken atomic charge list, values in e, 5 entries: -0.447 -0.568 -0.012 0.310 -1.490